Entry from the Open Molecules 2025 dataset: a 9-piece molecular cluster, C23H40Cl4F2O21 overall at a distorted geometry (ωB97M-V/def2-TZVPD).

Geometry as XYZ:
```
90
Properties=species:S:1:pos:R:3:forces:R:3:lowdin_charge:R:1
C -4.79905 -3.38844 6.45692 -0.3 0.9 -0.9 -0.012
O -4.29906 -3.90571 5.20202 0.9 0.4 -0.8 0.000
C -3.75825 -3.09238 4.26924 0.0 1.0 0.6 -0.522
O -3.78458 -1.84934 4.30041 0.0 -2.2 -0.4 0.102
O -3.15749 -3.85219 3.34308 -1.2 -1.1 1.8 0.015
C -2.82238 -3.35460 2.08618 0.2 2.4 -0.4 -0.060
H -5.40078 -4.20233 6.86139 0.3 0.2 0.1 0.103
H -5.41424 -2.51482 6.24141 -0.3 -0.1 0.0 0.088
H -4.01112 -3.01068 7.10851 0.2 -0.6 0.0 0.100
H -2.40277 -4.09786 1.40825 -0.1 -0.1 0.6 0.109
H -2.13890 -2.52560 2.26981 0.5 -0.2 -0.5 0.075
H -3.67951 -2.85231 1.63770 -0.2 -0.4 -0.3 0.097
C 6.28475 -2.65051 -1.60158 -0.2 0.5 0.7 -0.004
O 5.40767 -3.43951 -0.72656 0.6 -0.3 -0.2 0.012
C 4.14053 -3.11195 -0.52746 -0.8 3.3 -1.0 -0.595
O 3.59697 -2.09545 -0.99755 0.9 -1.7 0.6 0.060
O 3.54553 -3.93055 0.31664 -0.2 -0.8 0.1 0.023
C 2.27466 -3.50140 0.86420 0.2 0.6 0.1 -0.003
H 7.29309 -3.04372 -1.47221 -0.4 -0.7 -0.4 0.095
H 6.43493 -1.62409 -1.26690 -0.8 0.1 0.4 0.088
H 5.92714 -2.59526 -2.62977 0.0 -0.5 0.2 0.097
H 1.80726 -4.31923 1.41264 0.5 -0.1 -0.2 0.102
H 1.57458 -3.10443 0.12908 0.3 -0.2 -0.3 0.085
H 2.50526 -2.68554 1.54925 -0.2 -0.3 0.1 0.065
C 4.07077 -0.83829 6.70606 0.6 1.1 0.2 -0.058
O 3.31380 -1.06133 5.53092 -0.4 -0.1 -1.5 -0.020
C 3.65589 -0.38412 4.38335 2.5 0.1 2.3 -0.613
O 4.64462 0.31105 4.25945 -0.7 -0.2 0.2 0.118
O 2.81357 -0.67467 3.46373 -2.3 -1.2 -0.8 0.011
C 3.01948 -0.24346 2.11217 -0.6 0.0 0.8 0.006
H 5.10232 -1.18887 6.67289 -0.1 -0.3 -0.4 0.096
H 3.57845 -1.30814 7.55751 -0.2 0.0 -0.4 0.095
H 4.12733 0.24290 6.83227 0.0 0.0 0.4 0.093
H 2.69308 0.79623 2.08729 1.0 0.2 -0.3 0.079
H 2.25578 -0.75333 1.52490 0.4 -0.2 0.0 0.074
H 4.03737 -0.54143 1.86075 -0.1 0.7 -0.5 0.118
C -6.08329 3.45163 3.33034 -2.9 -0.1 0.1 -0.014
O -4.77119 3.11505 3.02877 2.4 -1.8 -1.3 0.088
C -4.42418 2.01975 2.34966 2.0 2.0 1.3 -0.396
O -5.23448 1.32237 1.70714 0.6 0.0 0.3 0.363
O -3.08681 1.87606 2.41934 -3.6 0.9 0.8 0.099
C -2.41165 0.88476 1.72431 1.5 -1.9 -1.4 -0.012
H -6.16823 3.80447 4.35815 0.5 -0.2 -0.1 0.119
H -6.71015 2.57180 3.18527 -0.2 0.1 0.3 0.108
H -6.49444 4.23018 2.68776 0.5 0.0 -0.2 0.117
H -1.39179 1.24414 1.58707 -0.2 0.4 -0.4 0.109
H -2.90524 0.61253 0.79138 0.1 0.2 -0.1 0.104
H -2.22982 -0.03728 2.27646 -0.7 0.0 0.6 0.107
C 1.69119 4.52896 -4.57051 0.6 1.5 1.8 -0.079
O 1.25794 3.86084 -5.70706 0.1 -1.0 -1.2 0.018
C 0.19386 3.05319 -5.72083 -2.2 -0.1 -0.1 -0.530
O -0.67737 2.93466 -4.85267 2.0 -0.1 -1.3 0.087
O 0.14365 2.47635 -6.95709 1.2 1.3 0.9 -0.040
C -0.89898 1.61014 -7.34784 -0.9 -0.5 1.1 -0.083
H 2.53897 5.19774 -4.71922 0.2 -0.2 -1.5 0.096
H 2.15148 3.91724 -3.79461 -0.9 -0.6 0.1 0.091
H 0.98702 5.26690 -4.18621 -0.6 -0.8 0.2 0.089
H -0.73199 1.29469 -8.37775 0.2 0.2 0.3 0.083
H -1.88469 2.05982 -7.22844 0.1 0.4 -0.2 0.096
H -0.91208 0.75936 -6.66658 0.1 -0.3 -0.3 0.058
C 0.82385 0.17132 -1.64791 0.2 0.2 -0.2 -0.038
C -0.20540 0.01517 -2.70930 -0.4 2.5 -0.9 -0.346
O -1.35602 -0.39774 -2.02524 -1.4 -0.4 -0.5 0.144
C -0.97970 -1.04671 -0.91857 -0.3 -0.8 0.8 -0.545
O -1.62903 -1.82120 -0.23361 0.9 1.6 -1.3 0.108
O 0.26578 -0.67460 -0.67880 1.3 -1.2 2.8 0.075
F 0.10088 -0.88876 -3.62047 0.5 -1.6 -0.9 0.073
H 0.88761 1.20533 -1.30900 -0.2 -0.1 0.3 0.129
H 1.82858 -0.15003 -1.92243 -0.2 -0.3 0.0 0.150
H -0.39858 0.94518 -3.24396 -0.4 0.1 0.1 0.160
C 1.20016 4.61530 1.58682 -0.9 -0.4 1.9 -0.102
C 1.89110 3.42078 1.02207 1.7 1.4 -0.8 -0.304
O 2.12241 3.87288 -0.31676 -0.5 -0.5 0.3 0.119
C 1.10775 4.76707 -0.63110 0.7 0.4 0.6 -0.508
O 0.88928 5.21026 -1.69969 -0.1 -0.3 -0.1 0.202
O 0.49861 5.13911 0.52021 -0.8 0.5 -1.5 0.088
F 1.14275 2.29664 0.96622 -0.6 -0.4 0.2 0.062
H 1.84375 5.38355 2.01542 0.4 -0.3 -0.1 0.154
H 0.49521 4.31689 2.36277 -0.1 0.0 0.1 0.146
H 2.82469 3.23555 1.55328 0.1 -0.4 -0.4 0.172
C 1.83293 -1.58150 -7.55330 0.4 0.6 -1.3 -0.914
Cl 0.63167 -1.49175 -8.99791 0.8 -0.3 1.8 0.440
Cl 1.55838 -0.51023 -6.19462 -0.5 0.1 0.0 0.594
H 1.97440 -2.57844 -7.13594 -0.4 0.0 -0.6 0.033
H 2.73431 -1.17575 -8.01262 -0.1 -0.5 0.0 0.012
C -4.39141 -2.83890 -2.01363 0.1 -0.2 0.3 -0.951
Cl -5.68153 -4.02860 -1.51567 1.2 1.0 -0.6 0.486
Cl -4.81726 -1.15588 -1.57533 0.0 -0.5 -0.1 0.521
H -3.43736 -3.06908 -1.53938 -0.4 -0.1 0.5 0.007
H -4.14255 -2.84965 -3.07478 -0.9 -0.2 -0.1 0.040
```
Forces are in eV/Å.

- 2S+1: 2
- Total charge: +1
- HOMO-LUMO gap (spin up / spin down): 0.347 / 0.089 hartree
- HOMO level (spin up / spin down): -12.3 / -12.3 eV